Formula: C29H36O21
Source: the Open Molecules 2025 dataset
Level of theory: ωB97M-V/def2-TZVPD

Values from the calculation:
Kohn-Sham gap = 9.21 eV
SMILES string = Cc1ccc(C[C@@H]2COC(=O)O2)cc1.O=C1OCCO1.O=C1OCCO1.O=C1OCCO1.O=C1OCCO1.O=C1OCCO1.O=C1OCCO1
E_HOMO = -8.76 eV
E_LUMO = 0.4 eV
Charge = 0
Total energy = -2706.75409 hartree

Structure (XYZ):
```
86
Properties=species:S:1:pos:R:3:forces:R:3:lowdin_charge:R:1
C 5.629665 1.575938 -2.492806 -0.306 0.606 -0.366 -0.052
C 4.135406 1.345275 -2.406283 1.827 -0.012 0.036 -0.295
C 3.481735 1.556269 -1.224274 -0.240 0.251 0.701 -0.039
C 2.114692 1.386415 -1.152156 0.544 0.276 0.534 -0.013
C 1.437318 0.995233 -2.273157 -2.317 -0.575 0.241 -0.229
C -0.082441 0.826641 -2.201373 0.418 -0.167 -0.740 -0.050
C -0.724277 2.102426 -2.736647 0.412 0.179 0.634 -0.271
C -1.960507 2.704764 -2.068160 0.919 -0.854 -0.958 -0.066
O -2.333472 3.650349 -3.086885 0.399 1.406 -0.078 0.038
C -1.516581 3.483438 -4.180917 -0.303 -0.331 -0.017 -0.514
O -1.218732 4.316335 -4.992682 -0.773 -1.286 0.950 0.169
O -1.097768 2.165767 -4.121225 0.576 0.497 -0.865 0.059
C 2.079686 0.778848 -3.463163 0.625 -0.073 -0.717 -0.034
C 3.441897 0.957816 -3.524375 -0.044 -0.099 -0.676 -0.048
H 6.077823 1.707844 -1.509443 0.058 -0.215 0.002 0.066
H 6.148771 0.809533 -3.067609 -0.010 -0.129 0.192 0.075
H 5.781255 2.516013 -3.036174 0.163 -0.047 0.046 0.082
H 4.021016 1.882342 -0.342457 0.093 -0.055 0.001 0.106
H 1.611555 1.584915 -0.218459 -0.209 -0.090 0.009 0.102
H -0.326784 -0.025443 -2.841960 -0.444 0.025 0.199 0.121
H -0.384694 0.657573 -1.160224 0.007 -0.052 -0.854 0.088
H 0.084971 2.849199 -2.682006 -0.271 0.164 0.440 0.161
H -2.785172 2.002406 -1.967808 0.096 -0.073 0.388 0.129
H -1.585211 3.128836 -1.139680 -0.782 0.470 0.064 0.131
H 1.565123 0.497828 -4.373753 -0.322 -0.017 0.139 0.114
H 3.967329 0.821362 -4.462771 0.035 -0.056 0.003 0.116
O -0.828142 1.136243 0.575734 -0.244 0.186 0.610 0.127
C -0.550111 1.450736 1.695885 -0.012 -0.027 0.068 -0.546
O -1.327778 1.222562 2.771079 0.164 0.088 -0.172 0.080
C -0.546399 1.525701 3.940341 -0.007 -0.088 0.340 -0.096
C 0.482884 2.488442 3.405821 0.107 0.034 0.407 -0.103
O 0.593301 2.079411 2.034471 -0.216 -0.087 -0.067 0.062
H -1.166119 1.962884 4.719173 -0.182 -0.042 -0.144 0.138
H -0.104837 0.602133 4.316255 0.021 0.008 -0.053 0.119
H 0.143178 3.525507 3.439331 -0.016 -0.015 -0.084 0.140
H 1.439207 2.417886 3.912534 -0.078 -0.054 -0.258 0.103
O -3.346977 -2.929880 -2.239577 0.051 -0.075 -0.014 0.150
C -3.916767 -2.071657 -2.834643 0.065 0.013 -0.001 -0.575
O -5.062900 -2.256911 -3.535472 0.126 0.098 0.091 0.062
C -5.557034 -0.969029 -3.918578 -0.232 0.110 -0.102 -0.110
C -4.307875 -0.123678 -3.893193 0.061 0.454 -0.237 -0.116
O -3.504589 -0.785904 -2.907166 -0.172 -0.151 0.057 0.052
H -6.020534 -1.008642 -4.901275 0.084 -0.207 -0.012 0.135
H -6.300694 -0.643949 -3.187405 0.042 -0.041 0.040 0.131
H -3.773457 -0.135471 -4.840906 -0.052 -0.034 0.020 0.102
H -4.503057 0.908455 -3.607846 0.115 -0.053 0.216 0.131
O 0.791287 -0.124896 6.775547 -0.003 0.069 -0.065 0.153
C -0.098300 -0.909598 6.866450 0.101 0.040 0.029 -0.578
O -0.477881 -1.752806 5.877968 -0.022 0.108 0.226 0.063
C -1.415890 -2.685841 6.431545 -0.092 -0.100 0.161 -0.116
C -1.958394 -1.929518 7.619805 -0.206 -0.056 0.094 -0.105
O -0.864751 -1.072276 7.971340 0.027 -0.080 -0.176 0.063
H -2.180609 -2.938289 5.715118 0.000 0.187 -0.141 0.090
H -0.880525 -3.591925 6.720143 0.042 0.050 0.027 0.135
H -2.820592 -1.311363 7.362310 0.035 0.010 -0.037 0.136
H -2.224596 -2.578525 8.450478 0.154 0.107 0.110 0.133
O -3.119856 -1.077924 -6.721994 -0.058 -0.059 -0.128 0.157
C -2.076507 -1.601652 -6.495765 -0.013 0.039 0.042 -0.557
O -1.530649 -2.590166 -7.241987 0.019 0.126 0.142 0.071
C -0.190322 -2.792534 -6.783805 0.248 -0.139 -0.070 -0.113
C -0.247280 -2.268791 -5.366792 0.229 -0.131 0.214 -0.113
O -1.280914 -1.285030 -5.447471 -0.037 -0.090 -0.153 0.054
H 0.081025 -3.843951 -6.836627 -0.195 -0.029 -0.079 0.133
H 0.488644 -2.217637 -7.416596 -0.038 0.040 0.018 0.134
H -0.544021 -3.033729 -4.646619 -0.051 0.010 -0.025 0.138
H 0.689001 -1.821130 -5.041077 -0.110 0.180 0.020 0.123
O -3.733462 -3.679268 4.384127 0.001 0.035 0.096 0.163
C -3.024731 -4.541046 3.975529 -0.079 -0.024 -0.111 -0.556
O -1.786305 -4.818161 4.474302 -0.286 -0.278 -0.377 0.030
C -1.357076 -6.052835 3.888478 0.273 -0.190 0.035 -0.110
C -2.166768 -6.111171 2.614094 0.142 -0.187 -0.245 -0.111
O -3.340294 -5.373568 2.961963 0.138 0.040 0.177 0.077
H -0.285067 -6.040786 3.707863 -0.003 0.190 0.087 0.135
H -1.593296 -6.868721 4.574256 -0.055 0.025 -0.009 0.134
H -1.672012 -5.613242 1.778616 -0.011 0.046 0.037 0.137
H -2.421712 -7.126194 2.320414 -0.201 0.059 0.032 0.134
O 3.085228 3.548659 4.413521 0.236 0.139 0.111 0.156
C 4.018584 3.882130 3.757690 -0.033 -0.019 0.021 -0.549
O 5.142935 4.450352 4.251912 -0.097 -0.054 -0.165 0.071
C 6.111285 4.492442 3.200065 0.292 0.060 -0.037 -0.115
C 5.247259 4.457326 1.960584 0.128 0.091 -0.262 -0.117
O 4.094119 3.742614 2.411598 0.085 0.038 0.160 0.061
H 6.717771 5.391996 3.269011 -0.112 0.041 0.173 0.133
H 6.760320 3.618780 3.283863 -0.050 -0.022 -0.004 0.134
H 4.940103 5.452658 1.634535 -0.017 -0.002 0.047 0.135
H 5.720345 3.942860 1.127489 -0.159 -0.134 0.015 0.128
```
Positions in Å, forces in eV/Å.


Formula: C29H37AgN3O2Te
Source: the Open Molecules 2025 dataset
Level of theory: ωB97M-V/def2-TZVPD

Values from the calculation:
Kohn-Sham gap (spin up / spin down) = 6.70 / 6.63 eV
2S+1 = 2
E_HOMO (spin up / spin down) = -6.45 / -7.03 eV
E_LUMO (spin up / spin down) = 0.2 / -0.4 eV
Charge = 0
Total energy = -1856.89129 hartree

Structure (XYZ):
```
73
Properties=species:S:1:pos:R:3:forces:R:3:lowdin_charge:R:1
Ag 0.489582 1.472374 1.643728 0.549 -0.021 -0.566 0.620
O 2.813715 2.678782 2.073191 0.005 0.213 -0.226 -0.124
C 3.902556 1.823549 2.290343 0.280 0.040 0.093 -0.210
C 3.607045 0.364162 2.008037 -0.093 -0.019 -0.045 -0.257
C 4.609928 -0.516417 1.619333 -0.106 0.037 0.023 -0.017
C 4.298436 -1.852630 1.429849 -0.197 0.117 0.147 -0.047
C 2.994945 -2.269007 1.653877 0.135 -0.033 -0.115 -0.050
C 2.058793 -1.324402 2.028383 -0.014 -0.038 0.110 -0.126
N 2.348752 -0.037750 2.200733 0.158 -0.007 0.036 0.067
H 2.626697 2.679041 1.113007 -0.161 -0.035 0.201 0.012
H 4.155896 1.917862 3.354426 0.066 -0.004 -0.155 0.128
H 4.774302 2.154121 1.705458 -0.061 -0.181 0.142 0.124
H 5.617313 -0.158895 1.466359 0.071 0.082 -0.033 0.113
H 5.058681 -2.554591 1.122441 0.059 -0.066 -0.041 0.109
H 2.703995 -3.297753 1.520834 -0.055 -0.108 -0.021 0.099
H 1.029286 -1.599205 2.218172 -0.041 -0.103 -0.091 0.105
C -0.528344 1.293788 6.776404 -0.007 0.028 -0.025 -0.085
C 0.517042 1.695767 5.733521 0.354 0.031 0.692 -0.217
C -0.058441 1.721227 4.419165 -0.879 0.015 -1.148 -0.192
N -0.617213 1.728386 3.407021 -0.005 0.101 1.536 0.087
H -0.063422 1.222573 7.755909 0.013 -0.002 0.045 0.077
H -0.968261 0.333249 6.522058 -0.026 -0.070 0.037 0.082
H -1.320810 2.034770 6.816252 -0.100 0.036 0.049 0.082
H 1.350041 0.989378 5.739064 0.031 0.078 -0.090 0.124
H 0.913043 2.691942 5.944384 0.074 -0.080 0.001 0.127
C 2.993397 3.599693 -1.122098 -0.191 -0.076 -0.219 -0.026
C 1.673629 2.848142 -1.347760 -0.010 0.621 -0.817 -0.824
O 1.004452 3.089947 -2.372795 0.310 0.572 -0.410 -0.130
N 1.340960 1.966275 -0.451075 0.016 -0.694 0.902 -0.267
Te -0.689803 1.288121 -0.896098 -0.703 -0.555 -0.160 1.654
C -2.675798 0.618969 -1.916178 0.099 0.281 0.067 -0.263
C -3.896019 0.794191 -1.269057 0.152 0.026 0.177 -0.323
C -4.017507 1.333592 0.129374 0.093 0.067 0.042 -0.088
C -5.074234 0.460603 -1.933756 0.010 -0.107 -0.143 -0.026
C -5.069135 -0.019231 -3.230553 -0.059 -0.002 0.083 -0.276
C -6.344803 -0.376891 -3.936796 0.057 0.021 -0.005 -0.055
C -3.847899 -0.142430 -3.878966 -0.012 -0.005 0.140 -0.019
C -2.661280 0.184112 -3.241121 0.222 -0.029 -0.122 -0.297
C -1.366741 0.084727 -3.983360 0.059 0.017 -0.108 -0.064
C 0.043432 -0.712270 -0.966399 0.101 0.037 -0.033 -0.349
C 1.118010 -1.051222 -1.788861 0.078 0.121 -0.091 -0.299
C 1.809621 -0.075822 -2.686158 0.010 0.146 -0.063 -0.075
C 1.582127 -2.363274 -1.804016 -0.076 -0.166 0.096 -0.018
C 1.010800 -3.350608 -1.025274 -0.013 0.028 -0.005 -0.287
C 1.496260 -4.771221 -1.073994 -0.057 0.076 -0.008 -0.050
C -0.051105 -2.994844 -0.202914 0.090 -0.035 -0.103 -0.035
C -0.541613 -1.698869 -0.167016 -0.126 -0.090 0.108 -0.323
C -1.697885 -1.387897 0.730582 0.047 0.042 0.218 -0.079
H 3.265398 4.101302 -2.046843 0.044 0.005 0.002 0.074
H 3.784999 2.908482 -0.834694 0.086 -0.009 0.053 0.065
H 2.869911 4.350809 -0.343064 0.007 0.044 0.067 0.074
H -3.047358 1.618407 0.532734 -0.112 -0.004 0.103 0.005
H -4.466038 0.592883 0.792114 -0.012 -0.034 0.070 0.082
H -4.663417 2.210741 0.131809 -0.032 0.070 0.061 0.082
H -6.019959 0.583774 -1.422395 -0.107 0.036 0.097 0.115
H -7.203439 -0.262264 -3.277650 -0.048 -0.001 -0.020 0.071
H -6.311902 -1.409011 -4.286863 -0.054 -0.023 -0.031 0.079
H -6.485010 0.265749 -4.806430 -0.088 -0.014 -0.048 0.080
H -3.826023 -0.493069 -4.902702 0.054 -0.017 -0.119 0.117
H -1.527014 0.088401 -5.059115 0.001 -0.015 -0.084 0.081
H -0.841507 -0.832389 -3.716818 0.108 -0.040 0.003 0.082
H -0.735041 0.932610 -3.717685 0.102 -0.042 -0.163 0.048
H 1.246490 0.845513 -2.792380 0.130 0.064 -0.140 0.011
H 1.965687 -0.508548 -3.673580 -0.003 -0.067 -0.068 0.090
H 2.787638 0.178960 -2.277472 0.053 0.078 0.035 0.090
H 2.404718 -2.615973 -2.461318 0.080 0.003 -0.061 0.119
H 2.354039 -4.868944 -1.737540 0.019 -0.045 0.011 0.074
H 0.701613 -5.424314 -1.437550 0.046 -0.082 0.004 0.082
H 1.780640 -5.118382 -0.079582 0.031 -0.080 0.013 0.070
H -0.508610 -3.753373 0.418413 -0.119 -0.066 0.085 0.118
H -2.010957 -2.271455 1.281528 -0.035 -0.085 0.055 0.079
H -2.539040 -1.031916 0.140710 -0.136 0.091 0.056 0.060
H -1.428240 -0.602108 1.448717 -0.166 -0.075 -0.082 0.041
```
Positions in Å, forces in eV/Å.